Model A:
C20H55N5O5 | ωB97M-V/def2-TZVPD

As for the frontier orbital gap: 9.47 eV. The SMILES is COC[C@H](C)N.COC[C@H](C)N.COC[C@H](C)N.COC[C@H](C)N.COC[C@H](C)N. The net charge is 0.

CARTESIAN COORDINATES (ANGSTROEM)
1 O 1.85270 -1.70483 -4.22354
2 O -2.57880 -0.70368 -0.79545
3 O 1.19240 3.71918 -0.49962
4 O -2.72178 1.57937 4.46252
5 O -2.61341 -3.43901 1.98117
6 N 3.01818 0.56020 -2.97670
7 N -0.41853 1.04540 0.36257
8 N -0.29811 -6.17878 1.31113
9 N -1.80687 0.78865 7.91755
10 N 0.03496 4.51359 -2.98874
11 C -2.94272 -0.86370 -2.15564
12 C 3.42545 0.11203 -4.34517
13 C 0.25294 -3.83022 1.84838
14 C 1.00557 -1.62570 -5.36666
15 C 1.17208 3.55019 -2.87982
16 C -3.87596 -3.06743 1.50581
17 C -1.66020 2.91314 6.70860
18 C -0.22205 0.01716 -0.65938
19 C 1.98636 3.90738 -1.67285
20 C -1.26934 -1.07544 -0.47422
21 C 1.11697 -0.63854 -0.35056
22 C 1.95992 3.84011 0.67165
23 C -2.32085 0.77793 5.54343
24 C 1.96730 3.61238 -4.18490
25 C -2.37901 1.58866 6.82021
26 C -0.77787 -4.94190 1.94565
27 C 3.20375 -1.37071 -4.48096
28 C -2.06623 -4.53169 1.27687
29 C -2.57073 0.93690 3.21080
30 C 4.85533 0.47853 -4.59393
31 H 0.36249 1.67914 0.27258
32 H 2.89361 3.03797 -4.09805
33 H 2.18099 -0.00655 -2.86090
34 H -0.90641 -1.99150 -0.96911
35 H -1.55699 1.07958 2.83065
36 H -1.22261 -1.31680 0.59380
37 H 1.18841 -4.04868 2.35789
38 H 2.95850 3.41535 -1.64083
39 H 2.27053 4.87537 0.85065
40 H 3.50350 -1.71731 -5.48616
41 H 2.13034 5.00027 -1.74076
42 H -0.28675 4.69583 -2.04320
43 H -1.68406 3.39887 7.68852
44 H -1.82820 -4.18007 0.25403
45 H 2.86218 3.21394 0.65788
46 H 0.02358 -5.93375 0.37741
47 H -4.62704 -3.86694 1.46557
48 H -2.71235 0.04762 -2.72019
49 H 1.32804 -0.83152 -6.04015
50 H 0.75958 2.53587 -2.83509
51 H -0.91090 -5.09588 3.01856
52 H -2.91133 -0.14804 5.60006
53 H 0.00979 -1.42492 -4.97751
54 H 0.98244 -1.14920 0.60453
55 H -3.78677 -2.67304 0.48110
56 H 5.14882 0.42858 -5.64646
57 H -2.36501 -1.66917 -2.61926
58 H -1.98656 -0.19777 7.75467
59 H 0.43472 -3.54470 0.80415
60 H 5.55001 -0.14624 -4.02399
61 H 5.09467 1.50270 -4.29417
62 H 2.73320 0.64660 -4.99845
63 H -2.81037 -0.13231 3.24566
64 H 2.26636 4.63095 -4.43300
65 H 1.33435 -1.39705 -1.11100
66 H -0.73628 4.04269 -3.44801
67 H -2.29478 0.99351 8.78136
68 H -0.62430 2.80083 6.39387
69 H -1.33660 1.46109 0.30553
70 H -3.44705 1.76300 7.02033
71 H 3.85021 -1.95813 -3.82472
72 H -3.29392 1.39980 2.53866
73 H -2.19190 3.58948 6.03895
74 H 3.67076 0.34016 -2.23393
75 H -0.24729 0.41515 -1.68650
76 H 0.98171 -2.58494 -5.88890
77 H -2.76670 -5.36663 1.17493
78 H 0.54368 -6.49761 1.77927
79 H 1.35020 3.47505 1.49974
80 H -4.01144 -1.05626 -2.17232
81 H -4.30029 -2.25835 2.09796
82 H 1.97236 0.03389 -0.29830
83 H -0.15704 -2.89630 2.25255
84 H -1.26835 0.45621 5.40379
85 H 1.36487 3.16099 -4.97189

Atomic partial charges in e from the Löwdin method, atoms 1 to 5:
1. O -0.207
2. O -0.184
3. O -0.215
4. O -0.189
5. O -0.188

Model B:
C20H55N5O5 | ωB97M-V/def2-TZVPD

As for the frontier orbital gap: 9.43 eV. The SMILES is COC[C@H](C)N.COC[C@H](C)N.COC[C@H](C)N.COC[C@H](C)N.COC[C@H](C)N. The net charge is 0.

CARTESIAN COORDINATES (ANGSTROEM)
1 O 19.34591 -0.74157 7.00171
2 O 19.50898 3.27657 8.90495
3 O 21.24598 4.14473 4.53143
4 O 23.30367 8.63427 6.77776
5 O 20.48340 5.15700 -0.22212
6 N 25.43940 9.05892 8.32354
7 N 20.38974 -2.56347 9.18061
8 N 17.19156 0.67783 7.89570
9 N 19.04339 2.62934 4.30598
10 N 18.39939 8.05837 -0.86836
11 C 18.93765 6.84734 -0.28252
12 C 22.55202 -1.35737 8.91718
13 C 18.74016 2.05871 8.93857
14 C 22.44525 4.64763 3.80370
15 C 20.76347 -1.14781 7.16015
16 C 20.04941 4.74583 4.12718
17 C 20.79473 3.12051 8.37212
18 C 17.00470 3.08695 7.57420
19 C 19.25556 3.69763 3.36354
20 C 17.73863 5.88043 -0.56003
21 C 24.50878 8.35615 6.15871
22 C 25.51578 9.25713 6.90218
23 C 17.94765 4.32184 2.88598
24 C 18.95581 -0.77753 5.68710
25 C 17.92075 1.88951 7.71197
26 C 21.02403 -1.32223 8.71629
27 C 22.40194 7.65065 6.64687
28 C 20.30379 6.42332 -0.88038
29 C 21.75040 4.47363 -0.31887
30 C 26.95853 8.87736 6.53389
31 H 25.09492 10.20929 6.57913
32 H 27.65032 9.47860 7.12383
33 H 24.43870 8.50954 5.08183
34 H 21.67200 3.55675 0.26534
35 H 19.80555 3.23265 2.54537
36 H 21.37763 2.41215 8.96081
37 H 20.96730 -2.06786 6.61236
38 H 21.92131 4.11500 -1.33389
39 H 21.33111 -0.40887 6.59460
40 H 16.27965 2.87209 6.78920
41 H 17.51445 3.57391 2.22186
42 H 27.12627 7.85915 6.88488
43 H 18.19442 2.19481 9.87224
44 H 20.82762 -3.27894 8.61806
45 H 17.70587 8.45620 -0.25122
46 H 19.59600 5.01424 5.08138
47 H 16.86037 6.16711 0.01838
48 H 19.29477 1.13433 9.09993
49 H 23.25631 3.91988 3.82968
50 H 24.86772 7.34986 6.37465
51 H 17.44062 4.02989 7.24416
52 H 20.62297 -0.40256 9.14227
53 H 17.93736 -0.45235 5.47471
54 H 22.18301 4.82772 2.76116
55 H 23.01312 -1.69701 9.84460
56 H 20.21570 5.73755 3.70652
57 H 22.88797 5.53599 4.25416
58 H 17.79656 -0.12955 7.84862
59 H 23.04401 -0.40407 8.72412
60 H 20.24768 6.31435 -1.96347
61 H 16.45131 3.24207 8.50037
62 H 22.78516 6.64958 6.84463
63 H 22.20762 7.58159 5.57655
64 H 17.94208 7.72686 -1.70565
65 H 21.32944 4.00849 8.03497
66 H 17.23289 4.66853 3.63231
67 H 19.88300 2.43559 4.83288
68 H 19.51312 -2.40350 8.70516
69 H 19.02171 7.08503 0.77792
70 H 19.64289 -0.28788 4.99697
71 H 22.58130 5.11893 -0.03375
72 H 21.45293 7.71933 7.17862
73 H 17.99200 4.86746 -0.24732
74 H 20.69471 2.68565 7.37764
75 H 26.98089 8.92693 5.44525
76 H 18.52272 3.13953 5.00505
77 H 25.37223 8.06349 8.48077
78 H 17.54164 5.92338 -1.63123
79 H 18.66298 1.93060 6.91479
80 H 24.57991 9.44309 8.68931
81 H 21.13864 7.07381 -0.61962
82 H 18.91926 -1.78970 5.28428
83 H 18.05721 5.29163 2.40060
84 H 22.96362 -2.03543 8.16957
85 H 16.52274 0.54356 7.15088

Atomic partial charges in e from the Löwdin method, atoms 1 to 5:
1. O -0.249
2. O -0.171
3. O -0.211
4. O -0.175
5. O -0.237

Most stable one: model A, least stable one: model B.

Model A:
C20H55N5O5 | ωB97M-V/def2-TZVPD

As for the frontier orbital gap: 9.50 eV. The SMILES is COC[C@H](C)N.COC[C@H](C)N.COC[C@H](C)N.COC[C@H](C)N.COC[C@H](C)N. The net charge is 0.

CARTESIAN COORDINATES (ANGSTROEM)
1 O 13.17259 2.93338 3.53968
2 O 4.07989 4.88475 2.08532
3 O 8.12631 4.05363 4.45105
4 O 11.34535 8.99852 4.96471
5 O 5.35454 4.96830 8.51396
6 N 7.67071 4.74838 1.55865
7 N 8.59385 7.63821 5.33507
8 N 8.47457 4.47842 10.40277
9 N 11.27627 0.84449 3.93656
10 N 9.97919 8.05368 2.18649
11 C 7.32445 5.14944 9.90677
12 C 10.58071 9.43380 2.48665
13 C 8.77298 6.34648 4.61106
14 C 12.15693 2.93290 4.52408
15 C 9.43068 10.42964 3.02929
16 C 11.72401 1.58360 5.10550
17 C 6.35302 4.32026 1.23372
18 C 6.20711 2.87260 1.78346
19 C 7.80085 6.45996 9.31355
20 C 10.31555 5.92211 4.63121
21 C 12.77816 0.77199 5.84755
22 C 6.62897 4.36128 8.78548
23 C 7.89463 5.25874 5.13524
24 C 4.64616 4.21404 7.66636
25 C 7.47409 2.96926 5.13280
26 C 13.55807 4.12479 2.82516
27 C 12.50725 8.76745 5.69902
28 C 11.64724 9.20399 3.54411
29 C 5.53557 5.27096 2.10793
30 C 3.21854 5.91535 2.49325
31 H 8.65764 5.05968 11.20821
32 H 11.08352 6.68388 4.49695
33 H 3.13143 5.87746 3.57910
34 H 13.06109 7.84538 5.52254
35 H 8.63754 7.69085 6.34275
36 H 11.93998 0.18832 3.55051
37 H 7.25579 3.07458 6.19551
38 H 6.92841 2.27066 1.23076
39 H 12.70095 4.79817 2.82321
40 H 6.82602 5.47359 5.13357
41 H 9.05175 8.21380 1.82001
42 H 11.06397 1.50569 3.20318
43 H 7.31341 4.37733 7.93731
44 H 8.75283 9.87279 3.67624
45 H 5.19875 2.47544 1.66698
46 H 8.70022 10.67232 2.25752
47 H 6.49994 2.75537 4.69303
48 H 10.43782 5.29134 3.75072
49 H 8.01743 2.02486 5.10153
50 H 3.71900 4.76206 7.49856
51 H 3.30924 6.93256 2.11228
52 H 10.59372 5.34826 5.51519
53 H 6.62421 2.69710 2.77508
54 H 6.20027 4.29915 0.15468
55 H 10.78359 1.66917 5.64991
56 H 5.16461 4.09072 6.71552
57 H 12.42867 3.52037 5.40109
58 H 12.27079 10.09728 3.58061
59 H 8.35414 6.32142 8.38469
60 H 5.81365 5.14849 3.15472
61 H 8.26980 3.98755 1.27172
62 H 12.29706 8.42605 3.14330
63 H 12.16233 8.63735 6.72479
64 H 7.84735 4.66967 2.54996
65 H 13.26274 9.54682 5.59934
66 H 9.65584 7.62711 3.04299
67 H 9.34247 8.26596 5.07896
68 H 11.28956 3.36864 4.02819
69 H 13.59541 1.38590 6.22613
70 H 8.51201 6.60350 3.58445
71 H 2.28432 5.54155 2.07420
72 H 12.22075 0.27629 6.64233
73 H 5.50200 6.32131 1.81857
74 H 10.98410 9.90342 1.58952
75 H 8.46878 7.03595 9.95402
76 H 13.21355 -0.07152 5.31180
77 H 4.29899 3.29044 8.12954
78 H 7.02254 7.12648 8.94198
79 H 6.69427 5.32175 10.77928
80 H 9.68989 11.23469 3.71689
81 H 8.15765 3.61095 10.81161
82 H 14.30113 4.67869 3.39888
83 H 6.55475 3.29811 9.01404
84 H 8.01510 5.25351 6.21855
85 H 13.94259 4.01101 1.81160

Atomic partial charges in e from the Löwdin method, atoms 1 to 5:
1. O -0.187
2. O -0.214
3. O -0.183
4. O -0.222
5. O -0.154

Model B:
C20H55N5O5 | ωB97M-V/def2-TZVPD

As for the frontier orbital gap: 9.27 eV. The SMILES is COC[C@H](C)N.COC[C@H](C)N.COC[C@H](C)N.COC[C@H](C)N.COC[C@H](C)N. The net charge is 0.

CARTESIAN COORDINATES (ANGSTROEM)
1 O 4.65479 2.21545 -4.92404
2 O 0.72315 -3.49016 0.20642
3 O 1.57697 0.11471 1.24012
4 O -6.61658 5.91260 -0.72885
5 O -0.94270 -5.05976 5.73991
6 N -3.95445 4.46519 -0.95994
7 N -0.07350 -3.72840 8.29190
8 N 1.69792 0.22853 -4.04921
9 N 3.06161 -3.92534 -2.59075
10 N 0.35566 -0.20087 -1.26423
11 C 1.90350 -3.42466 -1.89535
12 C 0.62480 -3.88434 -2.57068
13 C 3.85934 0.12915 -2.91727
14 C 1.95104 0.04678 2.59910
15 C -1.39455 1.38868 -0.73492
16 C -0.08710 -3.09549 6.93883
17 C -1.91772 -4.66526 4.77628
18 C -3.28627 6.41183 -2.25669
19 C 0.11641 -4.12254 5.82914
20 C 1.14344 -2.16381 6.91820
21 C -5.76159 5.95704 -1.84230
22 C 2.95498 0.93725 -3.85663
23 C 1.92097 -3.91392 -0.43047
24 C 0.62900 -3.85783 1.54840
25 C 0.07198 0.99296 -0.46185
26 C 5.58041 2.37644 -5.96179
27 C -7.97692 5.64687 -0.98512
28 C -4.33838 5.84597 -1.34610
29 C 3.68711 1.24086 -5.15912
30 C 0.30536 0.68811 1.03276
31 H 1.92120 -2.33620 -1.87785
32 H -3.21069 5.89131 -3.21577
33 H -4.24888 6.47139 -0.44109
34 H -8.16638 4.57424 -0.87191
35 H 1.22645 -1.74350 5.91237
36 H 0.36306 -3.23604 -3.41007
37 H 1.04820 -1.35348 7.63741
38 H -0.47582 -3.03186 8.91022
39 H -0.38873 -0.14588 1.23460
40 H 3.90252 -3.42775 -2.34749
41 H 2.95193 1.57756 -5.91041
42 H -0.70858 -4.52362 8.29576
43 H -8.56635 6.13992 -0.20800
44 H 1.28974 -3.27352 2.20864
45 H 1.17061 0.73342 -4.74889
46 H -1.44139 1.99887 -1.63516
47 H 3.99364 -0.80733 -3.47205
48 H -2.86860 -5.10409 5.06340
49 H 6.07265 1.43998 -6.24425
50 H 1.21996 0.15185 -3.15582
51 H 3.20116 -4.91202 -2.70891
52 H 0.67564 -4.92976 -2.88622
53 H 2.72790 1.92736 -3.42883
54 H -8.30248 6.04918 -1.94757
55 H -0.34605 -3.59129 1.97006
56 H -3.45904 7.46021 -2.53090
57 H -1.99649 0.49508 -0.88952
58 H -4.64803 4.18475 -0.26397
59 H 0.76924 -4.94212 1.62823
60 H -5.88507 6.91766 -2.35911
61 H 2.78937 -3.54923 0.12520
62 H -1.77772 2.01689 0.07302
63 H 5.10282 2.84360 -6.82657
64 H 1.98536 -2.80258 7.16597
65 H -2.30980 6.46193 -1.77061
66 H -3.10478 4.59385 -0.41636
67 H 1.98525 1.06263 3.00212
68 H 4.86266 0.46838 -2.65786
69 H 1.33393 -0.45205 -1.18788
70 H -1.98241 -3.57361 4.84729
71 H -5.92080 5.14461 -2.56547
72 H 1.05361 -4.66420 5.97884
73 H 3.40122 -0.08437 -1.94763
74 H 6.39786 3.01681 -5.63141
75 H 2.90423 -0.47475 2.62056
76 H -0.23396 -0.89803 -0.81781
77 H 0.66372 1.85812 -0.77567
78 H -0.28418 -3.83497 -1.96735
79 H 4.07918 0.31250 -5.60063
80 H -1.09271 -2.67630 6.83048
81 H 1.92972 -5.01138 -0.47127
82 H 1.25742 -0.52844 3.22744
83 H 0.22460 -3.59679 4.87329
84 H 0.04521 1.56180 1.63875
85 H -1.59988 -4.91477 3.76094

Atomic partial charges in e from the Löwdin method, atoms 1 to 5:
1. O -0.175
2. O -0.212
3. O -0.198
4. O -0.192
5. O -0.189

Most stable one: model B, least stable one: model A.

Model A:
Cl3H3Si2 | ωB97M-V/def2-TZVPD

As for the frontier orbital gap: 9.04 eV. The net charge is 0.

CARTESIAN COORDINATES (ANGSTROEM)
1 Cl -2.69166 -0.11352 0.97734
2 Cl 0.26899 0.17206 2.27448
3 Cl 2.68882 0.82702 -0.47104
4 Si 0.50967 -0.67088 -1.01065
5 Si -0.75641 0.41473 0.64927
6 H 0.83163 -2.01490 -0.58552
7 H 0.17476 -0.63061 -2.42120
8 H -1.02579 2.01610 0.58731

Atomic partial charges in e from the Löwdin method, atoms 1 to 5:
1. Cl 0.218
2. Cl 0.309
3. Cl -0.202
4. Si 0.508
5. Si -0.583

Model B:
Cl3H3Si2 | ωB97M-V/def2-TZVPD

As for the frontier orbital gap: 8.05 eV. The SMILES is Cl[SiH2][SiH](Cl)Cl. The net charge is 0.

CARTESIAN COORDINATES (ANGSTROEM)
1 Cl -0.23823 -0.52547 3.10750
2 Cl -0.45928 -0.54008 -3.33666
3 Cl 1.56248 0.81691 1.14644
4 Si -0.29498 -0.45003 -1.26416
5 Si -0.42380 0.44119 1.30499
6 H 1.02570 0.37488 -1.34056
7 H -0.94372 1.77274 1.67402
8 H -0.22817 -1.89016 -1.29156

Atomic partial charges in e from the Löwdin method, atoms 1 to 5:
1. Cl 0.183
2. Cl 0.126
3. Cl 0.174
4. Si 0.152
5. Si -0.298

Most stable one: model A, least stable one: model B.